DFT (ωB97M-V with the def2-TZVPD basis set) results for a molecular structure, C34H41ClN4P2Pd.

Values from the calculation:
spin multiplicity: 3
maximum force: 4.1 eV/Å
LUMO energy (alpha / beta): 0.475 / -2.248 eV
energy relative to the best compared isomer or geometry (same formula, charge and spin): 0.00 kJ/mol
highest occupied orbital energy (alpha / beta): -4.3 / -8.1 eV
calculated total energy: -2809.79299 hartree
charge: 0
gap between HOMO and LUMO (alpha / beta): 4.74 / 5.81 eV

Each line ends with the Löwdin spin population.
Element x y z (Å)
N: 2.95006 -1.71653 1.24953  0.01
C: 1.02148 -1.05836 -0.70649  0.02
C: -1.96843 0.67695 -5.25679  0.00
H: -2.79517 0.49953 -4.55896  0.00
C: 4.25030 2.07457 -0.81916  0.00
H: -0.22308 -2.69887 0.08187  0.00
C: -1.05249 0.18899 5.23308  0.05
C: 3.81597 0.78443 -0.59261  0.01
H: 5.21679 -3.15339 3.19047  0.00
C: -2.17676 1.84317 0.34950  0.00
C: -2.28596 0.51979 -1.48914  0.00
C: 1.17244 1.90435 -5.53050  0.00
H: -2.22049 -0.11583 3.49340  0.02
H: 1.87310 2.40783 1.51333  0.00
N: 2.81922 0.82577 0.38574  0.02
H: -1.54940 1.54996 3.62543  0.03
H: 1.75305 -0.37171 4.29461  0.03
H: 0.00547 0.07465 -7.34219  0.00
C: 3.49747 2.94838 0.03770  0.00
N: -1.95532 0.54804 -0.13481  0.00
H: -5.41965 -3.38391 0.67309  0.00
H: -1.45416 3.18879 -7.43573  0.00
Pd: 0.17116 0.22687 2.25454  0.55
H: 1.83741 0.00461 -4.94839  0.00
H: -2.63841 2.64490 -5.56170  0.00
C: 2.62171 2.16299 0.76563  0.00
C: 1.60776 0.55451 3.71050  0.29
H: 0.90826 -0.14597 -1.31349  0.00
H: 1.99563 2.39149 -4.98519  0.00
H: 5.03417 2.36416 -1.51236  0.00
H: 1.15081 1.30804 4.37721  0.03
H: -1.80211 -1.18084 -6.28789  0.00
C: 3.80702 -1.67820 2.35953  0.00
C: 4.46005 -2.89061 2.45172  0.00
H: -3.02180 2.06205 -2.85638  0.00
C: -2.76559 -2.39500 2.42074  0.00
C: -1.88904 1.88459 -5.82601  0.00
C: -4.51248 -2.93273 1.06211  0.00
C: 3.99474 -3.72422 1.38362  0.00
C: -1.19362 -0.54315 -5.62775  0.00
H: -2.16490 -0.39410 -2.05643  0.00
H: -0.14483 -0.66651 8.96010  0.00
C: 0.16265 -0.29087 -6.32319  0.00
P: -1.27488 -0.72278 0.79515  0.08
H: -1.94528 2.08284 1.38609  0.00
H: 4.31973 -4.73225 1.15019  0.00
H: 2.58002 0.91597 3.35657  0.02
H: 0.20173 3.78633 -5.84069  0.00
C: -0.73431 -1.13181 5.63594  0.07
H: 3.85631 -0.78596 2.97689  0.00
C: -3.90443 -3.18591 2.34180  0.00
H: -4.26251 -3.86747 3.10193  0.00
H: 3.59126 4.02485 0.11449  0.00
C: -0.75632 0.86926 7.58031  -0.01
H: -3.83398 -1.53735 -0.56921  0.00
C: -1.34484 0.48227 3.79790  0.46
C: -2.70662 1.78709 -1.85763  0.00
N: -2.66359 -1.64294 1.24046  0.02
Cl: -1.44049 2.83379 5.89092  0.02
H: -2.02505 -2.27872 3.20112  0.00
C: 0.39289 2.85578 -6.40184  0.00
H: -0.80824 1.59274 -7.71798  0.00
C: 1.08816 0.57015 -5.52045  0.00
H: 1.70289 -1.74055 -1.22428  0.01
H: -0.99906 -1.13556 -4.72534  0.00
H: -0.75299 1.65484 8.34169  0.00
C: -0.41302 -0.44026 7.93457  0.07
H: 2.46675 -3.24929 -0.19671  0.00
H: -0.93128 -1.85413 -1.32829  0.00
H: -2.91979 3.66513 -0.63126  0.00
H: -0.72484 -1.91702 4.89375  0.00
H: -0.13513 -2.44686 7.22638  0.00
C: -0.40620 -1.42684 6.95706  -0.01
C: -0.33812 -1.71976 -0.41583  0.01
H: 0.64896 -1.27157 -6.44952  0.00
C: -2.64088 2.61835 -0.69360  0.00
C: 3.05854 -2.98808 0.66805  0.00
C: -3.73131 -2.00009 0.40454  0.01
H: 1.00244 3.16029 -7.27346  0.00
H: 4.10118 -0.16994 -1.02092  0.00
C: -1.06487 1.18377 6.25850  0.06
P: 1.81435 -0.47692 0.83049  0.10
C: -0.96017 2.33997 -6.92604  0.00